[1]
ORCA calculation (ωB97M-V with the def2-TZVPD basis set) on a 5-piece molecular cluster, C45H95N5O5 overall at a distorted geometry.

Properties
Multiplicity: 2
LUMO level (spin up / spin down), eV: -2.759 / -6.734
Total charge: +1
Orbital gap (spin up / spin down), eV: 6.33 / 2.36
E_HOMO (spin up / spin down), eV: -9.0896 / -9.0896

```
150
C45H95N5O5 (ωB97M-V with the def2-TZVPD basis set)
C -3.984 1.532 -6.212
C -3.721 2.801 -5.317
C -4.186 3.926 -6.168
C -4.473 5.333 -5.591
C -5.414 5.096 -4.396
C -4.908 4.051 -3.273
N -4.479 2.820 -4.032
O -4.120 1.794 -3.239
C -3.914 4.776 -2.501
C -6.256 3.760 -2.479
C -2.221 2.939 -5.170
H -3.307 0.754 -5.861
H -3.991 1.635 -7.297
H -4.982 1.134 -6.031
H -3.472 4.078 -6.977
H -5.008 3.561 -6.784
H -4.902 6.086 -6.252
H -3.486 5.726 -5.348
H -6.274 4.589 -4.834
H -5.889 5.982 -3.975
H -4.030 4.566 -1.438
H -2.915 4.382 -2.681
H -3.876 5.865 -2.522
H -6.192 3.401 -1.451
H -6.601 4.765 -2.236
H -7.098 3.257 -2.955
H -1.576 2.776 -6.033
H -1.904 2.200 -4.434
H -1.978 3.907 -4.730
H -4.665 1.088 -3.593
C 1.372 -6.192 3.855
C 1.272 -7.098 2.596
C 1.444 -6.051 1.456
C 3.010 -5.736 1.161
C 3.881 -7.066 1.144
C 3.736 -8.032 2.402
N 2.245 -8.217 2.670
O 2.063 -9.020 3.692
C 4.477 -9.258 1.940
C 4.388 -7.430 3.741
C -0.162 -7.663 2.339
H 2.098 -5.379 3.870
H 1.680 -6.781 4.720
H 0.566 -5.466 3.962
H 0.935 -6.431 0.571
H 0.923 -5.148 1.774
H 3.391 -4.918 1.773
H 3.151 -5.201 0.221
H 4.849 -6.576 1.034
H 3.757 -7.616 0.212
H 4.238 -10.096 2.593
H 4.154 -9.609 0.960
H 5.555 -9.105 1.873
H 4.262 -6.349 3.794
H 3.961 -7.740 4.695
H 5.461 -7.582 3.628
H -0.788 -6.789 2.164
H -0.506 -8.303 3.152
H -0.317 -8.243 1.429
H 1.563 -9.689 3.219
C 0.890 0.766 -0.691
C -0.607 0.213 -0.789
C -0.768 -0.253 -2.328
C 0.075 -1.564 -2.767
C -0.299 -2.711 -1.749
C -0.322 -2.356 -0.189
N -0.976 -1.025 0.010
O -1.121 -0.782 1.351
C -1.186 -3.528 0.524
C 1.123 -2.383 0.207
C -1.598 1.293 -0.564
H 1.654 0.094 -1.082
H 1.082 1.160 0.307
H 1.061 1.722 -1.185
H -1.781 -0.620 -2.493
H -0.519 0.631 -2.915
H 1.137 -1.330 -2.691
H 0.015 -1.852 -3.817
H 0.509 -3.429 -1.891
H -1.114 -3.356 -2.079
H -0.955 -4.570 0.304
H -1.095 -3.329 1.592
H -2.246 -3.566 0.272
H 1.353 -3.423 0.438
H 1.742 -1.975 -0.591
H 1.257 -1.810 1.124
H -1.765 2.111 -1.265
H -1.320 1.693 0.411
H -2.638 1.029 -0.375
H -0.243 -0.525 1.642
C 5.165 0.816 -2.820
C 5.565 2.329 -2.454
C 6.928 2.581 -3.042
C 6.877 2.818 -4.492
C 5.904 4.003 -4.821
C 4.449 3.649 -4.425
N 4.522 3.204 -2.975
O 3.239 3.193 -2.387
C 3.736 5.059 -4.379
C 3.753 2.590 -5.300
C 5.611 2.451 -0.919
H 4.905 0.185 -1.970
H 5.998 0.316 -3.316
H 4.259 0.887 -3.422
H 7.455 3.409 -2.569
H 7.504 1.724 -2.693
H 6.643 1.918 -5.062
H 7.916 2.999 -4.768
H 6.019 4.122 -5.898
H 6.222 4.925 -4.334
H 4.304 5.851 -3.890
H 3.580 5.432 -5.391
H 2.844 5.089 -3.753
H 3.054 2.084 -4.634
H 3.026 2.973 -6.017
H 4.466 1.990 -5.865
H 4.646 2.217 -0.469
H 5.846 3.467 -0.603
H 6.214 1.719 -0.382
H 3.092 4.126 -2.215
C -3.357 0.178 4.873
C -2.832 1.600 4.961
C -3.870 2.656 4.725
C -4.860 2.759 5.905
C -4.042 3.107 7.220
C -3.035 2.038 7.531
N -2.224 1.811 6.328
O -1.087 0.967 6.573
C -2.053 2.656 8.533
C -3.674 0.822 8.303
C -1.853 1.896 3.843
H -2.552 -0.546 4.994
H -3.778 -0.168 3.929
H -3.990 -0.219 5.666
H -3.476 3.624 4.416
H -4.529 2.286 3.939
H -5.378 1.804 5.988
H -5.555 3.568 5.682
H -4.496 3.406 8.165
H -3.515 4.043 7.041
H -2.277 3.204 9.449
H -1.449 1.866 8.979
H -1.447 3.394 8.009
H -4.388 0.358 7.623
H -2.990 0.072 8.700
H -4.193 1.108 9.218
H -1.059 1.152 3.773
H -1.293 2.822 3.970
H -2.382 1.998 2.896
H -0.292 1.496 6.477
```

---

[2]
ORCA calculation (ωB97M-V with the def2-TZVPD basis set) on a 8-piece molecular cluster, C45H96F2N8O11S2 overall at a distorted geometry.

Properties
LUMO level, eV: -14.529
Total charge: +6
Orbital gap, eV: 7.34
E_HOMO, eV: -21.8648

```
164
C45H96F2N8O11S2 (ωB97M-V with the def2-TZVPD basis set)
C -2.959 4.716 0.768
C -2.749 3.832 -0.435
O -2.434 4.234 -1.505
N -3.333 2.420 -0.289
H -2.584 1.768 0.009
H -4.120 2.455 0.351
C -3.900 1.842 -1.593
H -3.889 4.358 1.212
H -2.944 5.773 0.519
H -2.193 4.539 1.527
H -4.355 0.880 -1.369
H -3.076 1.803 -2.299
H -4.678 2.579 -1.783
C -1.054 -4.613 0.200
C -2.109 -5.035 -0.758
O -3.279 -4.798 -0.676
N -1.670 -6.029 -1.853
H -0.655 -6.095 -1.823
H -1.986 -6.998 -1.795
C -2.234 -5.649 -3.221
H -0.992 -5.250 1.087
H -1.254 -3.650 0.666
H -0.036 -4.577 -0.188
H -3.295 -5.427 -3.131
H -2.077 -6.507 -3.871
H -1.709 -4.744 -3.516
C -1.864 2.978 6.352
C -0.848 1.880 6.173
O -1.126 0.736 6.213
N 0.611 2.386 6.345
H 0.774 3.335 6.027
H 0.754 2.244 7.344
C 1.557 1.453 5.598
H -2.474 3.100 5.456
H -1.382 3.950 6.477
H -2.557 2.859 7.184
H 1.238 0.430 5.770
H 2.493 1.880 5.956
H 1.500 1.716 4.543
C -8.101 -6.252 0.576
C -6.696 -5.689 0.175
C -6.612 -5.273 -1.301
C -7.471 -4.025 -1.562
C -6.941 -2.816 -0.794
C -6.782 -3.116 0.725
N -6.236 -4.484 0.975
O -5.297 -4.675 1.764
C -8.166 -3.013 1.410
C -5.893 -2.000 1.300
C -5.635 -6.846 0.357
H -8.689 -5.408 0.932
H -8.011 -6.916 1.435
H -8.658 -6.790 -0.187
H -6.928 -6.073 -1.970
H -5.606 -5.034 -1.653
H -8.466 -4.218 -1.161
H -7.402 -3.862 -2.636
H -7.495 -1.876 -0.765
H -6.013 -2.469 -1.259
H -8.228 -3.602 2.325
H -8.955 -3.335 0.730
H -8.507 -2.016 1.691
H -5.738 -2.245 2.352
H -6.422 -1.055 1.212
H -4.906 -1.939 0.841
H -4.690 -6.631 -0.140
H -6.012 -7.726 -0.166
H -5.497 -7.127 1.399
C 6.139 -4.050 -0.060
C 5.449 -3.126 0.978
C 4.631 -2.129 0.188
C 3.504 -1.371 0.882
C 2.633 -2.350 1.649
C 3.324 -3.376 2.557
N 4.492 -3.998 1.780
O 4.573 -5.196 1.873
C 2.339 -4.498 3.025
C 3.785 -2.735 3.870
C 6.470 -2.591 1.991
H 6.907 -3.479 -0.581
H 5.470 -4.467 -0.811
H 6.653 -4.884 0.419
H 4.213 -2.544 -0.734
H 5.258 -1.369 -0.286
H 3.089 -0.629 0.202
H 3.926 -0.710 1.648
H 2.056 -2.886 0.888
H 1.850 -1.876 2.242
H 1.418 -3.947 3.224
H 2.683 -4.902 3.973
H 2.117 -5.203 2.225
H 2.905 -2.422 4.429
H 4.421 -1.865 3.718
H 4.337 -3.465 4.463
H 6.205 -1.857 2.751
H 7.335 -2.158 1.489
H 6.882 -3.414 2.577
C 4.681 8.432 1.965
C 4.356 7.386 0.845
C 5.156 6.046 1.027
C 4.658 4.925 0.167
C 3.239 4.610 0.567
C 2.312 5.734 0.242
N 2.889 7.042 0.812
O 2.126 7.997 0.717
C 0.927 5.510 0.869
C 2.151 6.053 -1.267
C 4.797 8.033 -0.479
H 4.353 9.393 1.583
H 5.727 8.152 2.067
H 4.145 8.080 2.846
H 5.175 5.685 2.058
H 6.219 6.117 0.790
H 5.218 4.012 0.367
H 4.705 5.186 -0.891
H 3.276 4.246 1.597
H 3.033 3.668 0.050
H 0.687 4.446 0.809
H 0.098 6.063 0.434
H 1.011 5.617 1.953
H 1.419 6.851 -1.377
H 1.725 5.223 -1.835
H 3.090 6.241 -1.781
H 4.795 7.276 -1.264
H 5.804 8.445 -0.520
H 4.109 8.846 -0.712
C 2.959 -0.477 -5.639
C 2.570 1.016 -5.511
C 1.297 1.188 -6.325
C 0.019 0.676 -5.725
C -0.233 1.295 -4.382
C 0.976 1.120 -3.384
N 2.345 1.403 -4.060
O 3.304 1.253 -3.313
C 1.041 -0.323 -2.895
C 0.839 2.113 -2.203
C 3.647 1.952 -6.065
H 2.194 -1.213 -5.401
H 3.817 -0.700 -4.998
H 3.387 -0.764 -6.599
H 1.300 0.678 -7.291
H 1.227 2.222 -6.671
H 0.122 -0.404 -5.595
H -0.796 0.860 -6.423
H -1.044 0.854 -3.799
H -0.476 2.346 -4.550
H 1.053 -1.140 -3.615
H 0.246 -0.614 -2.202
H 1.861 -0.627 -2.238
H -0.086 2.047 -1.640
H 0.917 3.106 -2.648
H 1.698 1.899 -1.567
H 4.485 1.981 -5.367
H 3.403 2.984 -6.309
H 4.012 1.417 -6.941
N -1.098 0.912 0.247
S -0.050 0.988 1.621
O 1.332 1.124 1.292
O -0.356 0.226 2.790
F -0.431 2.433 2.210
S -1.224 -0.617 0.365
O -2.258 -1.118 1.224
O -0.026 -1.412 0.169
F -1.980 -0.766 -1.047
```

---

[3]
ORCA calculation (ωB97M-V with the def2-TZVPD basis set) on a 5-piece molecular cluster, C45H97N4O3 overall at a distorted geometry.

Properties
Multiplicity: 2
LUMO level (spin up / spin down), eV: -8.369 / -13.567
Total charge: +4
Orbital gap (spin up / spin down), eV: 9.61 / 4.41
E_HOMO (spin up / spin down), eV: -17.9766 / -17.9766

```
149
C45H97N4O3 (ωB97M-V with the def2-TZVPD basis set)
O -0.508 1.079 0.185
C 0.775 0.717 0.189
O 1.107 0.074 -0.812
O 1.599 1.087 1.052
H -0.532 0.441 -0.531
C -2.275 -4.523 -4.562
C -1.697 -3.041 -4.652
C -0.201 -3.002 -4.923
C 0.518 -3.369 -3.623
N 2.085 -3.465 -3.863
C 2.493 -4.764 -4.583
C 3.930 -4.986 -4.254
C 4.133 -4.448 -2.781
C 2.824 -3.768 -2.544
C 2.714 -2.224 -4.612
C 2.592 -0.902 -3.734
C 3.057 0.297 -4.528
H -1.584 -5.247 -4.130
H -2.453 -4.830 -5.592
H -3.153 -4.516 -3.915
H -1.905 -2.398 -3.797
H -2.186 -2.516 -5.473
H 0.187 -2.050 -5.286
H -0.080 -3.728 -5.727
H 0.136 -4.269 -3.141
H 0.315 -2.635 -2.842
H 2.336 -4.756 -5.662
H 1.860 -5.593 -4.269
H 4.428 -4.328 -4.966
H 4.242 -6.027 -4.337
H 4.921 -3.699 -2.702
H 4.404 -5.220 -2.061
H 2.793 -2.878 -1.916
H 2.155 -4.484 -2.066
H 2.298 -2.151 -5.617
H 3.789 -2.363 -4.729
H 3.269 -0.967 -2.882
H 1.577 -0.802 -3.350
H 4.140 0.306 -4.652
H 2.886 1.229 -3.989
H 2.618 0.335 -5.525
C 3.880 1.635 4.863
C 2.611 1.168 5.504
C 1.374 1.043 4.600
C 0.032 0.753 5.392
N -1.203 0.597 4.478
C -1.166 -0.521 3.378
C -2.528 -1.233 3.344
C -3.335 -0.609 4.494
C -2.264 0.040 5.427
C -1.633 1.882 3.734
C -1.579 3.195 4.538
C -1.988 4.334 3.672
H 4.626 1.771 5.645
H 3.711 2.572 4.333
H 4.331 1.013 4.090
H 2.402 1.945 6.241
H 2.751 0.201 5.987
H 1.581 0.381 3.759
H 1.144 2.003 4.138
H -0.328 1.577 6.008
H 0.165 -0.087 6.073
H -0.751 -0.179 2.430
H -0.284 -1.072 3.703
H -3.141 -1.224 2.443
H -2.315 -2.287 3.525
H -4.079 0.062 4.063
H -3.946 -1.327 5.040
H -2.630 0.919 5.958
H -1.903 -0.753 6.081
H -2.637 1.678 3.361
H -0.955 1.944 2.884
H -0.613 3.424 4.987
H -2.258 3.093 5.385
H -3.077 4.391 3.645
H -1.665 4.264 2.634
H -1.753 5.335 4.033
C -1.954 9.189 -4.095
C -1.007 8.488 -3.177
C -1.633 7.137 -2.665
C -0.688 6.477 -1.565
N -0.961 5.039 -1.111
C 0.091 4.607 -0.008
C 1.425 4.302 -0.781
C 1.029 3.970 -2.182
C -0.554 4.016 -2.220
C -2.463 4.850 -0.853
C -2.946 5.793 0.276
C -4.307 5.536 0.784
H -1.693 9.106 -5.149
H -1.868 10.247 -3.847
H -3.004 8.916 -3.987
H -1.029 9.223 -2.372
H 0.034 8.478 -3.499
H -1.803 6.448 -3.493
H -2.564 7.415 -2.172
H -0.782 7.039 -0.635
H 0.373 6.454 -1.815
H -0.116 3.699 0.559
H 0.226 5.370 0.758
H 2.007 3.459 -0.408
H 2.062 5.185 -0.841
H 1.294 2.936 -2.402
H 1.386 4.673 -2.935
H -0.976 3.055 -1.925
H -0.970 4.429 -3.138
H -2.668 3.825 -0.547
H -2.851 4.918 -1.870
H -2.924 6.869 0.105
H -2.279 5.635 1.124
H -4.695 4.587 0.416
H -5.048 6.248 0.423
H -4.314 5.406 1.867
C 3.969 -1.995 0.844
C 3.209 -3.047 1.624
C 1.959 -3.625 0.887
C 0.751 -3.978 1.749
N -0.445 -4.761 1.239
C 0.041 -6.204 0.981
C -0.125 -7.044 2.297
C -1.017 -6.151 3.149
C -1.536 -5.046 2.256
C -0.997 -4.086 -0.047
C -1.733 -2.764 0.288
C -2.515 -2.133 -0.889
H 4.259 -2.200 -0.187
H 4.767 -1.616 1.482
H 3.300 -1.152 0.668
H 2.751 -2.550 2.479
H 3.822 -3.796 2.125
H 2.191 -4.518 0.307
H 1.576 -2.963 0.110
H 0.400 -3.002 2.084
H 1.080 -4.466 2.667
H -0.672 -6.606 0.261
H 0.986 -6.250 0.440
H -0.740 -7.923 2.104
H 0.848 -7.177 2.772
H -1.893 -6.593 3.624
H -0.479 -5.799 4.029
H -2.415 -5.467 1.767
H -1.848 -4.160 2.809
H -1.736 -4.789 -0.432
H -0.209 -3.960 -0.790
H -1.077 -1.917 0.489
H -2.522 -2.882 1.031
H -1.785 -1.686 -1.564
H -3.139 -1.293 -0.583
H -3.034 -2.971 -1.354
```